Record 1
{
  "formula": "C57H45N11O4P2S2Se2Sr",
  "method": "ωB97M-V with the def2-TZVPD basis set",
  "e_above_lowest_kcal_mol": 31.48,
  "gap_ev": 4.8,
  "charge": -2,
  "elements": ["C", "H", "C", "H", "C", "H", "H", "C", "H", "H", "H", "H", "C", "C", "C", "C", "H", "C", "C", "N", "H", "H", "C", "C", "C", "H", "C", "H", "C", "O", "C", "C", "H", "C", "H", "C", "S", "P", "H", "H", "H", "N", "C", "H", "C", "N", "C", "C", "C", "H", "C", "C", "N", "C", "H", "C", "C", "P", "N", "C", "H", "C", "C", "C", "C", "S", "C", "H", "H", "C", "H", "C", "H", "H", "Sr", "H", "N", "C", "C", "C", "O", "N", "H", "C", "Se", "C", "H", "C", "H", "C", "C", "N", "H", "H", "H", "H", "H", "H", "H", "H", "H", "C", "N", "H", "O", "C", "C", "C", "C", "C", "C", "C", "H", "O", "C", "C", "Se", "H", "N", "H", "H", "N", "C", "C"],
  "coordinates": [[2.52723, -6.44696, -3.81682], [2.97843, 4.13133, -0.91348], [-1.16921, -3.77532, 1.04231], [-1.25713, -2.54940, 2.79729], [-1.20240, -5.16808, 0.67594], [-6.18512, -3.50422, 3.18302], [3.67129, 0.62403, -3.22618], [2.72719, 5.00669, 3.80455], [3.04589, -2.00610, 1.98797], [4.81557, 2.51159, 1.73977], [4.72716, -0.86568, -1.66605], [-1.79796, 5.04180, -1.76065], [-1.40504, -5.91578, 2.98554], [0.19368, 5.92592, 1.95073], [-4.32356, -1.98556, 0.33575], [2.87732, 2.98437, 2.51663], [0.16589, 7.72776, 0.79737], [-4.90958, 4.92222, 2.56677], [-0.39001, 5.19485, 2.98230], [0.87762, 0.60920, -1.72262], [-1.12561, -8.90660, -0.50787], [2.32234, 5.97856, -2.43731], [-1.10405, -5.52711, -0.69843], [-3.21429, -1.32342, -2.72325], [-3.46762, 3.04063, 2.16265], [-1.06775, -4.71551, -1.42085], [-1.22842, -0.60388, -5.79346], [-1.37370, -0.20199, -6.78995], [3.44839, -7.24681, -3.16242], [4.86939, -9.06650, -3.32208], [1.56526, 5.38942, -1.93362], [-5.28676, -3.19213, 2.64755], [1.24858, 2.81164, 0.23078], [-1.30605, -6.23527, 1.60941], [-5.71328, 5.38370, 3.12832], [-1.15667, -7.87371, -0.17688], [-5.77333, -2.88088, 0.94312], [-1.65630, 2.80017, 0.12898], [1.06835, -1.97632, -3.73714], [-4.61521, 6.62062, 1.28616], [2.13954, 5.69126, 4.40563], [-4.19594, -2.20639, -0.94599], [0.95802, 3.61919, -0.42622], [-4.89249, -2.27596, 3.08530], [-2.27164, -0.62446, -4.89400], [2.27885, -0.88781, 0.34062], [1.93286, 4.36154, -1.08067], [3.25466, -1.56811, 1.02738], [-0.75285, 4.88911, -1.52271], [-1.49456, -6.71683, 3.71426], [2.13831, 0.26394, -1.80179], [2.83220, -0.52045, -0.78661], [-0.53925, 0.54037, 1.19144], [-0.74271, 1.85898, 1.34942], [-0.99163, -7.05598, -2.18127], [-4.49307, 3.63594, 2.88036], [-2.84163, 3.74095, 1.13153], [0.33016, 3.61926, 3.57738], [2.72891, 0.76991, -2.91795], [-1.07133, -6.82629, -1.12418], [-3.17684, 2.01984, 2.38357], [-1.37209, 7.71439, 2.30041], [0.00203, -1.12022, -5.40650], [-4.29539, 5.61548, 1.53375], [2.11444, 3.88081, 3.25630], [-3.45209, -0.91898, 1.29820], [0.12430, -1.59207, -4.10894], [2.42219, 2.08237, 2.12861], [-1.75368, 8.69411, 2.03745], [4.40192, -1.60821, 0.30237], [-4.53110, -3.97271, 2.70123], [-0.09500, 2.21643, 2.54378], [4.55792, -7.68259, -1.38743], [-1.45967, -4.35095, 4.42145], [-0.07150, -1.81295, -0.37358], [2.23247, -6.68074, -4.82855], [0.18645, 0.10958, 2.20526], [-1.46830, 5.74175, 3.67263], [-1.26682, -3.56573, 2.40887], [3.30163, -5.93579, -1.18882], [1.52058, -2.90483, -1.82075], [-0.87076, -1.60895, -3.22548], [1.29718, -4.69395, -3.61062], [1.75935, 1.48155, -3.59353], [-2.67035, 1.80496, -1.41779], [4.23129, 3.22391, 2.30968], [1.96185, 1.98815, -4.52006], [-0.39173, 3.89482, -0.61321], [3.54769, -5.73374, -0.15483], [3.84887, -7.01843, -1.85763], [-1.27945, -7.57898, 1.15155], [-3.06399, -1.85374, -1.56484], [-2.78384, 5.58650, 0.02595], [-0.07990, 6.42423, -2.85188], [-4.20392, -1.04532, -3.08553], [1.05630, 5.53702, 1.42754], [-1.90086, 5.18436, 4.49343], [-3.24971, -0.24305, -5.15838], [5.36260, -2.05300, 0.48887], [-1.35137, -8.37872, 1.88387], [0.84773, -1.14801, -6.08103], [4.82931, 4.35631, 2.83863], [0.45786, 1.08698, 3.03965], [-4.97321, 3.07944, 3.67468], [3.66767, -8.59658, -5.02908], [-1.38419, -4.60211, 3.36646], [0.63226, 1.36991, -2.84243], [-3.26143, 5.02897, 0.82028], [0.21631, 5.64554, -2.15922], [2.01036, -5.35619, -3.13803], [4.07314, 5.24785, 3.59202], [1.84276, -3.89453, -1.08559], [5.88443, 4.54139, 2.67635], [1.75103, -3.94258, 0.14131], [-1.95347, 6.99464, 3.33446], [-2.07508, -1.16657, -3.61500], [-0.07039, 3.38247, 5.64290], [-0.35016, 1.77778, -3.01841], [4.03712, -8.39219, -3.89196], [4.53710, 6.12836, 4.01951], [-2.79097, 7.40746, 3.88284], [4.12478, -0.92169, -0.86679], [-0.29964, 7.17605, 1.60487], [2.39904, -5.09478, -1.82861]],
  "forces_ev_per_angstrom": [[0.0, 0.1, 0.1], [0.0, 0.0, 0.0], [0.1, -0.4, 0.2], [0.0, 0.0, 0.0], [0.0, 0.1, -0.3], [0.0, 0.0, 0.0], [0.0, 0.0, 0.0], [0.0, 0.0, 0.0], [0.0, 0.0, 0.0], [0.0, 0.0, 0.0], [0.0, 0.0, 0.0], [0.0, 0.0, 0.0], [0.0, 0.0, 0.0], [0.0, 0.0, 0.0], [0.1, 0.2, 0.0], [0.0, 0.0, 0.0], [0.0, 0.0, 0.0], [0.0, 0.0, 0.0], [0.0, 0.0, 0.0], [0.2, 0.0, -0.3], [0.0, 0.0, 0.0], [0.0, 0.0, 0.0], [0.0, 0.0, 0.0], [0.1, -0.2, 0.0], [0.0, 0.0, 0.0], [0.0, 0.0, 0.0], [0.0, 0.0, 0.0], [0.0, 0.0, 0.0], [0.2, -0.3, -0.2], [0.2, -0.2, 0.2], [0.0, 0.0, 0.0], [-0.1, 0.1, 0.1], [0.0, 0.0, 0.0], [0.0, 0.0, 0.1], [0.0, 0.0, 0.0], [0.0, 0.0, -0.1], [0.1, 0.0, 0.0], [0.1, -0.1, -0.1], [0.0, 0.0, 0.0], [0.0, 0.0, 0.0], [0.0, 0.0, 0.0], [-0.3, -0.3, 0.1], [0.0, 0.0, 0.1], [0.0, 0.0, 0.0], [0.0, 0.0, 0.1], [0.7, 0.1, -0.1], [0.0, 0.0, 0.0], [-0.2, 0.0, 0.1], [0.0, 0.0, 0.0], [0.0, 0.0, 0.0], [0.2, -0.1, 0.2], [0.0, 0.2, -0.1], [0.2, 0.0, -0.2], [0.0, 0.1, 0.0], [0.0, 0.0, 0.0], [0.0, 0.0, 0.0], [0.0, 0.1, 0.0], [0.0, 0.0, 0.0], [-0.1, 0.0, -0.1], [0.0, 0.0, 0.0], [0.0, 0.0, 0.0], [0.0, 0.0, 0.0], [-0.1, 0.0, 0.0], [0.0, 0.0, 0.0], [0.0, 0.0, 0.0], [0.1, -0.1, 0.0], [0.1, 0.1, 0.0], [0.0, 0.0, 0.0], [0.0, 0.0, 0.0], [0.0, 0.0, -0.1], [0.1, 0.0, 0.0], [0.0, 0.0, 0.2], [0.0, 0.0, 0.0], [0.0, 0.0, 0.0], [-1.9, 0.6, 0.7], [0.0, 0.0, 0.0], [-0.2, -0.1, 0.1], [0.0, 0.0, 0.0], [0.0, 0.0, 0.0], [0.0, -0.1, 0.0], [0.4, -0.4, -0.4], [0.1, 0.0, 0.0], [0.0, 0.0, 0.0], [0.0, 0.0, 0.0], [0.0, 0.0, 0.0], [0.0, 0.0, 0.0], [0.0, 0.0, 0.0], [0.0, 0.0, 0.0], [0.0, 0.0, 0.0], [-0.1, 0.1, 0.0], [0.0, 0.0, 0.0], [0.1, 0.3, 0.1], [0.0, 0.0, 0.0], [0.0, 0.0, 0.0], [0.0, -0.1, -0.1], [0.0, 0.0, 0.0], [0.0, 0.0, 0.0], [0.0, 0.0, 0.0], [0.0, 0.0, 0.0], [0.0, 0.0, 0.0], [0.0, 0.0, 0.0], [0.0, 0.0, 0.0], [0.1, 0.0, 0.0], [0.0, 0.0, 0.0], [-0.1, -0.1, -0.3], [0.0, 0.0, 0.0], [-0.1, 0.0, 0.1], [0.0, 0.0, 0.0], [0.0, 0.0, 0.0], [0.1, 0.0, 0.0], [0.0, 0.0, 0.0], [0.2, 0.1, -0.2], [0.0, 0.0, 0.0], [0.2, 0.0, 0.0], [0.0, 0.0, 0.0], [0.0, 0.0, -0.1], [0.0, 0.0, -0.1], [0.0, 0.0, 0.0], [-0.2, 0.4, 0.3], [0.0, 0.0, 0.0], [0.0, 0.0, 0.0], [0.0, 0.0, 0.1], [0.0, 0.0, 0.0], [0.0, -0.1, 0.1]]
}

---

Record 2
{
  "formula": "C57H47BILaN11OS3",
  "method": "ωB97M-V with the def2-TZVPD basis set",
  "e_above_lowest_kcal_mol": 0.00,
  "gap_ev": 6.2,
  "charge": -1,
  "elements": ["C", "C", "H", "H", "H", "H", "C", "H", "C", "H", "H", "C", "C", "H", "H", "H", "C", "H", "C", "H", "C", "C", "C", "H", "H", "H", "I", "H", "S", "H", "C", "C", "H", "H", "H", "H", "N", "H", "C", "C", "N", "C", "La", "C", "N", "C", "H", "H", "C", "C", "C", "H", "H", "N", "C", "H", "S", "C", "N", "C", "C", "C", "C", "H", "C", "H", "C", "C", "N", "H", "C", "H", "H", "H", "H", "H", "C", "H", "H", "H", "S", "C", "C", "C", "C", "C", "H", "C", "C", "C", "C", "C", "N", "N", "H", "C", "C", "C", "N", "C", "N", "H", "C", "C", "C", "C", "C", "H", "C", "H", "C", "H", "N", "H", "O", "C", "C", "B", "H", "C", "C", "H"],
  "coordinates": [[1.65639, -3.30161, -1.25577], [-1.15847, 4.49419, -4.20719], [-7.56380, 0.54642, 2.54424], [-2.70767, -6.07028, 0.14603], [1.84177, 4.73021, 3.33034], [-2.81339, 5.50599, 3.13173], [-1.03466, 2.61153, 3.42564], [7.45210, 0.70832, -0.84523], [-1.07573, 1.78423, -4.79525], [-2.93769, -3.07469, -3.77406], [-5.98139, -0.80790, 3.90963], [-5.62312, -0.10450, 3.17029], [5.27760, 1.28479, 0.61094], [4.70791, 0.93831, -6.04395], [-2.16166, -1.94235, 6.48832], [-2.23392, 3.76117, 4.79424], [-4.38807, -0.31741, -1.53330], [0.89154, 4.26398, -3.60854], [-4.26067, 0.04490, 2.93384], [2.95837, -5.02411, -1.81868], [-0.57265, -6.09961, -0.11244], [3.91126, 1.35455, 0.91266], [3.64681, -2.97636, -2.17059], [-1.18244, 5.55333, -3.98054], [4.73645, -0.68441, -2.81791], [-4.22767, -0.36575, 5.65566], [0.21872, 3.74601, -0.61163], [2.22236, -2.66694, 1.00103], [-2.15366, 1.19863, -1.45223], [3.49413, 1.43435, 5.50600], [-6.56027, -1.40875, -1.46255], [0.04315, 2.40188, -4.24375], [-0.88461, -2.34953, -0.88313], [-3.19876, 4.42298, -4.85938], [0.45615, -0.10746, 4.79635], [6.71689, -0.74962, -1.52274], [1.66183, 0.93402, -2.96872], [5.21013, -4.22352, -2.85401], [2.37628, 3.78776, 3.34819], [3.29598, 1.93621, 4.56653], [-3.34256, -0.70478, 3.71549], [3.40884, 1.96643, 2.15976], [0.40586, 0.28653, -0.69552], [0.49699, 0.40680, 2.69397], [3.04630, -1.78743, -1.93538], [1.30956, 1.65445, -4.04260], [-0.47747, -7.15301, 0.12226], [-2.88598, -3.64399, -0.34319], [0.55212, -5.36801, -0.45002], [-3.45093, -0.84975, 5.09227], [-5.52781, -3.39179, -3.29247], [1.51241, -5.86736, -0.47228], [-1.73432, 5.45039, 0.89542], [1.82258, -1.97522, -1.37411], [-4.68626, -2.35112, -2.78558], [3.09696, -1.40125, 1.01215], [-0.81452, -1.31704, -3.13138], [3.32880, 0.84785, -4.44358], [-6.21129, -4.21598, -3.71512], [-5.97617, 1.51124, 1.45318], [0.17296, 1.28617, 1.67693], [-6.49557, 0.64830, 2.40332], [2.77598, 3.20218, 2.15655], [1.07192, -0.48596, 2.47199], [-5.21296, -1.36248, -1.93628], [2.34449, 2.11745, -5.95138], [0.00390, 3.76861, -3.98751], [-2.25154, -1.40586, 3.25800], [-1.68722, -1.94366, 4.38017], [-1.00782, 1.77879, 5.41981], [-4.59713, 1.58066, 1.30722], [4.77141, -0.58298, -5.14489], [6.56164, 0.78715, -2.36975], [-4.79238, 0.45398, -0.89176], [5.47642, 0.87850, -4.45295], [2.32840, 3.61781, 5.48603], [6.58765, 0.32329, -1.38357], [5.77346, -2.68274, -2.19285], [-0.03141, -2.76342, 5.32742], [0.18766, -2.35682, 3.60284], [-1.72426, -1.70569, 1.71217], [-1.85929, 3.70471, 3.77713], [-1.82344, -5.49364, -0.09454], [-0.53445, 2.46297, 2.09333], [-0.78819, 3.57405, 1.24934], [-1.57807, 4.63611, 1.59069], [-6.61784, 2.10795, 0.81906], [4.64836, 0.49645, -5.05123], [2.33834, 1.62663, -4.99235], [-0.66990, 1.65152, 4.39569], [-2.16099, 4.68143, 2.87185], [2.64028, 3.15908, 4.55580], [3.19126, 0.78555, -0.06239], [-7.63432, -1.42101, -1.04706], [2.58892, 3.69832, 1.21342], [-2.49599, -1.26506, -2.72082], [-2.23628, 2.50897, -5.01432], [5.35401, 0.63872, -0.60057], [2.90562, 0.45032, -3.22686], [-0.79001, -3.40638, -0.67608], [-3.75118, 0.85669, 2.03254], [-1.03409, 0.73129, -5.03000], [4.99546, -3.15839, -2.78964], [-3.05397, -0.22396, -1.92782], [0.45869, -4.00700, -0.76122], [0.12841, 0.60534, 4.04433], [-2.42458, -1.61230, 5.49903], [6.09167, 1.67256, 1.20052], [-1.92544, -4.14160, -0.37235], [-4.14376, 2.23569, 0.57303], [-2.28558, 3.86084, -4.70695], [-0.74361, -3.78615, 4.04628], [4.09517, 0.34124, -0.98036], [-3.10972, 2.00399, -5.40827], [2.49833, -1.92947, 1.55412], [-3.34785, -2.29211, -3.14953], [3.67682, 1.34194, 3.37447], [3.71665, -0.42591, -2.26703], [5.03320, -2.73384, -3.79315], [-0.49745, -2.76531, 4.34371], [2.79658, -3.96296, -1.74379], [4.16400, 0.37352, 3.37710]],
  "forces_ev_per_angstrom": [[0.2, 0.0, -0.2], [0.0, 0.0, 0.0], [0.0, 0.0, 0.0], [0.0, 0.0, 0.0], [0.0, 0.0, 0.0], [0.0, 0.0, 0.0], [0.0, 0.0, -0.2], [0.0, 0.0, 0.0], [0.0, 0.0, 0.0], [0.0, 0.0, 0.0], [0.0, 0.0, 0.0], [0.0, 0.0, 0.0], [0.0, 0.0, 0.1], [0.0, 0.0, 0.0], [0.1, 0.0, 0.0], [0.0, 0.0, 0.0], [0.0, 0.0, -0.1], [0.0, 0.0, 0.0], [-0.2, 0.0, -0.2], [0.0, 0.0, 0.0], [0.0, 0.0, 0.0], [0.2, 0.0, -0.1], [0.0, 0.0, 0.0], [0.0, 0.0, 0.0], [0.0, 0.0, 0.0], [0.0, 0.0, 0.0], [-0.3, -0.3, 0.3], [0.0, 0.0, -0.1], [-0.2, 0.2, 0.2], [0.0, 0.0, 0.0], [-0.1, 0.0, 0.1], [0.0, 0.0, 0.1], [-0.1, -0.2, -0.1], [0.0, 0.0, 0.0], [0.0, 0.0, 0.0], [0.0, 0.0, 0.0], [0.0, 0.5, -0.2], [0.0, 0.0, 0.0], [0.0, 0.0, 0.0], [0.0, 0.0, 0.0], [0.2, -0.1, 0.1], [-0.1, 0.0, 0.0], [0.2, -0.5, -0.6], [0.0, 0.3, -0.1], [0.3, 0.0, -0.1], [0.2, -0.1, 0.0], [0.0, 0.0, 0.0], [0.0, 0.0, 0.0], [0.0, 0.0, 0.0], [-0.1, 0.1, 0.0], [-0.1, -0.2, 0.0], [0.0, 0.0, 0.0], [0.0, 0.0, 0.0], [0.0, -0.2, 0.2], [0.0, 0.2, 0.1], [-0.1, 0.0, -0.1], [0.1, 0.2, 0.1], [0.0, 0.1, -0.1], [0.0, 0.0, 0.0], [0.1, 0.0, 0.0], [0.0, 0.5, 0.5], [0.0, 0.0, 0.1], [0.0, 0.0, 0.0], [0.0, 0.0, 0.0], [0.2, 0.0, -0.1], [0.0, 0.0, 0.0], [0.0, 0.0, 0.0], [0.1, 0.1, 0.1], [-0.1, 0.1, -0.1], [0.0, 0.0, 0.0], [-0.1, 0.0, 0.1], [0.0, 0.0, 0.0], [0.0, 0.0, 0.0], [0.0, -0.1, -0.1], [0.0, 0.0, 0.0], [0.0, 0.0, 0.0], [-0.1, 0.0, 0.0], [0.0, 0.0, 0.0], [0.0, 0.0, 0.0], [0.0, 0.0, 0.0], [-0.3, -0.1, -0.2], [0.0, 0.1, 0.0], [0.0, 0.0, 0.0], [-0.1, -0.1, 0.2], [0.1, 0.2, -0.2], [0.1, 0.0, -0.1], [0.0, 0.0, 0.0], [-0.1, 0.0, 0.1], [-0.1, 0.1, 0.0], [0.0, -0.1, 0.1], [0.0, 0.0, 0.1], [0.0, 0.0, 0.0], [-0.1, 0.0, 0.1], [0.0, 0.0, 0.0], [0.0, 0.0, 0.0], [-0.1, 0.0, 0.0], [0.0, 0.0, 0.0], [0.0, 0.0, 0.1], [0.0, -0.1, -0.1], [0.1, 0.1, 0.1], [0.2, 0.1, 0.1], [0.0, -0.1, 0.1], [-0.1, 0.1, 0.0], [-0.1, -0.1, -0.1], [-0.1, 0.0, 0.0], [0.0, -0.1, 0.0], [0.0, -0.1, 0.0], [0.0, 0.0, 0.0], [0.0, 0.0, 0.0], [0.1, 0.0, 0.0], [0.0, 0.0, 0.0], [0.0, 0.0, 0.0], [0.1, 0.0, -0.1], [0.0, 0.0, 0.0], [0.1, 0.0, 0.3], [-0.1, 0.0, 0.0], [0.0, 0.0, 0.0], [-0.2, 0.0, 0.2], [0.0, 0.0, 0.0], [0.0, -0.1, -0.1], [-0.1, 0.0, 0.0], [0.0, 0.0, 0.0]]
}